No. 1
113
Properties=species:S:1:pos:R:3 method="wB97M-V/def2-TZVPD" lumo_energy_ev="2.94 / 2.95" spin_multiplicity=2 charge=-2 largest_force_ha_per_bohr=0.095 de_lowest_ev=3.4916
Cs -0.0820 -0.7111 0.8386
O 4.7785 1.2748 -0.5060
C 3.8698 0.5701 -0.0023
O 2.7063 1.0623 0.2957
C 4.1346 -0.8662 0.3559
C 5.4726 -1.3305 0.3851
C 5.7774 -2.6432 0.8006
C 4.7243 -3.4252 1.2768
C 3.4428 -3.0357 0.9363
N 3.1329 -1.7599 0.5331
H 6.2023 -0.6156 0.0426
H 6.8626 -2.9893 0.9504
H 4.8495 -4.4066 1.7133
H 2.5869 -3.7546 0.9043
C 3.6255 5.4358 2.4094
Si 4.4072 4.3253 1.1236
C 5.5156 3.0828 2.1286
C 5.5928 5.4442 0.0969
Ge 2.5430 3.2502 0.0117
Si 2.8071 3.0758 -2.4473
C 2.2710 1.3106 -2.8813
C 1.8033 4.1593 -3.5778
C 4.6794 3.3338 -3.0009
Si 0.6134 4.9890 0.2181
C -0.8838 4.6191 -0.8749
C 1.5971 6.4994 -0.3623
C -0.0425 5.3415 1.9863
H 3.1490 6.3801 1.9585
H 4.4095 5.6568 3.1284
H 2.8348 4.8934 2.9366
H 4.8507 2.2632 2.4803
H 6.0248 3.5856 2.9478
H 6.2769 2.6665 1.4874
H 6.2926 4.8590 -0.5013
H 6.1651 5.8982 0.8961
H 5.1410 6.2461 -0.5214
H 1.4480 1.0009 -2.2819
H 3.1828 0.6889 -2.6768
H 2.0549 1.1256 -3.9102
H 2.4177 4.9181 -4.0425
H 0.9355 4.6611 -3.1307
H 1.3536 3.4425 -4.2564
H 5.3578 2.7701 -2.3317
H 4.8087 4.4377 -3.1229
H 4.7990 2.8648 -4.0395
H -1.2696 5.6010 -1.2181
H -1.5629 4.0737 -0.2598
H -0.7595 3.9700 -1.7457
H 1.8105 6.5544 -1.4740
H 2.5639 6.4994 0.0846
H 1.1059 7.3698 -0.0230
H -0.5410 4.3868 2.2819
H -0.9057 6.0447 1.7849
H 0.6254 5.6635 2.7875
Cl 1.7312 1.3229 3.6371
C 2.0498 -0.3901 3.5229
H 2.3209 -0.8065 4.4931
H 2.6193 -0.6327 2.5966
S -2.8811 1.0131 -0.3014
C -3.8576 2.0640 -1.1652
N -4.4219 3.2153 -0.5801
C -5.1193 4.1556 -1.2971
C -5.0224 4.1836 -2.6838
C -4.5738 2.9891 -3.2868
C -3.9984 1.9373 -2.5978
H -4.3864 3.2611 0.4426
H -5.7685 4.8335 -0.8248
H -5.2281 5.1073 -3.2257
H -4.6670 2.9185 -4.3874
H -3.4918 1.1675 -3.1639
C -3.6780 -5.5638 -3.6281
C -2.5183 -5.0887 -2.8379
C -1.2402 -5.4286 -3.3061
C -0.1368 -4.9649 -2.5713
C 1.2490 -5.1825 -3.0611
C -0.3515 -4.3245 -1.3855
C -1.7101 -3.8705 -0.8891
C -2.7363 -4.3762 -1.7192
N -1.8152 -3.1422 0.1629
C -2.7802 -3.5586 1.3045
C -4.1528 -2.8553 1.1303
C -5.1334 -3.1644 2.2565
C -4.4716 -2.7417 3.6435
C -3.1346 -3.4501 3.8212
C -3.4542 -4.9669 3.9232
C -4.0509 -5.4079 2.5916
C -5.3775 -4.6927 2.2847
C -3.1028 -5.0477 1.3929
C -2.1888 -3.1529 2.6450
H -4.6040 -5.0922 -3.2752
H -3.7115 -6.6591 -3.5702
H -3.5075 -5.2476 -4.6718
H -1.1592 -6.0901 -4.1686
H 1.4586 -6.2611 -3.2688
H 1.9759 -4.8329 -2.3503
H 1.4911 -4.6667 -4.0264
H 0.4144 -4.0893 -0.6308
H -3.7767 -4.1472 -1.5149
H -4.6600 -3.2513 0.1593
H -4.0816 -1.7199 0.9496
H -6.0795 -2.6128 2.1234
H -5.1398 -2.9363 4.4724
H -4.3379 -1.6600 3.7490
H -2.7604 -3.0636 4.8451
H -4.0588 -5.1004 4.8539
H -2.5123 -5.4979 4.1014
H -4.2232 -6.4680 2.6494
H -6.0193 -4.9743 3.1361
H -5.7947 -5.0734 1.3664
H -3.5493 -5.3956 0.4706
H -2.1480 -5.5358 1.6099
H -1.2594 -3.7057 2.7556
H -2.0346 -2.0364 2.7060

---

No. 2
107
Properties=species:S:1:pos:R:3 method="wB97M-V/def2-TZVPD" lumo_energy_ev="0.42 / 0.41" spin_multiplicity=5 charge=0 largest_force_ha_per_bohr=0.011
Cr 0.1158 0.1267 0.3509
C 1.1541 0.8700 2.2281
C 1.2311 -0.5430 2.4718
C -0.1145 -0.9912 2.7167
C -0.9426 0.1474 2.5780
C -0.1783 1.3154 2.3342
C -0.5393 2.7544 2.6760
C 0.0413 3.7149 1.6339
C 0.0896 3.0590 4.0467
C -2.0435 2.9811 2.8080
C -0.7686 -2.2408 3.3370
C -2.0630 -2.5888 2.5949
C 0.0475 -3.5336 3.3820
C -1.1289 -1.8741 4.7892
C 2.6028 -1.1617 2.7988
C 2.9237 -2.5011 2.1282
C 2.6887 -1.2895 4.3294
C 3.7234 -0.2139 2.3644
H 2.0004 1.5316 2.1518
H -2.0073 0.1416 2.7543
H 1.1303 3.6546 1.6052
H -0.2285 4.7470 1.8683
H -0.3320 3.4795 0.6343
H 1.1746 2.9579 4.0120
H -0.2898 2.3690 4.8025
H -0.1528 4.0777 4.3580
H -2.5699 2.8348 1.8717
H -2.2266 4.0060 3.1381
H -2.4795 2.3125 3.5524
H -1.8469 -2.9259 1.5835
H -2.7538 -1.7485 2.5303
H -2.5760 -3.3993 3.1174
H 0.3240 -3.8764 2.3884
H -0.5759 -4.3097 3.8316
H 0.9425 -3.4509 3.9913
H -1.8361 -1.0445 4.8221
H -0.2433 -1.5785 5.3540
H -1.5845 -2.7307 5.2908
H 2.2387 -3.2970 2.3903
H 3.9259 -2.8150 2.4297
H 2.9284 -2.3929 1.0443
H 1.9020 -1.9180 4.7364
H 2.6002 -0.3065 4.7963
H 3.6511 -1.7211 4.6165
H 3.5956 0.0654 1.3212
H 4.6866 -0.7180 2.4586
H 3.7613 0.6923 2.9703
C 1.5666 -4.3197 -2.7039
C 1.4237 -3.1937 -1.6787
C 0.8973 -3.7398 -0.3557
C 2.7154 -2.4216 -1.4759
C 3.9420 -3.0747 -1.5067
C 5.1279 -2.3739 -1.3652
C 5.1020 -0.9972 -1.2151
C 3.8977 -0.3022 -1.1588
C 3.8962 1.2195 -1.0968
C 3.9161 1.8032 -2.5152
C 5.0668 1.8254 -0.3188
C 2.7095 -1.0413 -1.2534
N 1.4429 -0.3709 -1.1917
C 1.0179 0.0825 -2.3317
C -0.2099 0.7455 -2.4478
C -0.8247 1.2633 -3.5898
C -2.0739 1.6948 -3.1754
C -2.1701 1.4254 -1.7914
N -1.0325 0.8606 -1.3381
C -3.4066 1.7454 -0.9803
C -3.4631 0.9384 0.3093
C -4.6593 1.4038 -1.7993
C -3.4080 3.2544 -0.6914
H 0.5770 -4.6780 -2.9893
H 2.1131 -5.1712 -2.2933
H 2.0887 -3.9874 -3.6028
H 0.6715 -2.4967 -2.0552
H 1.6436 -4.3873 0.1133
H -0.0182 -4.3113 -0.5158
H 0.6630 -2.9299 0.3376
H 3.9710 -4.1458 -1.6602
H 6.0742 -2.8983 -1.3942
H 6.0345 -0.4545 -1.1375
H 2.9632 1.5334 -0.6170
H 4.8303 1.4999 -3.0302
H 3.8914 2.8934 -2.4796
H 3.0715 1.4687 -3.1151
H 6.0131 1.6635 -0.8379
H 5.1623 1.4224 0.6854
H 4.9278 2.9047 -0.2403
H 1.6181 -0.0755 -3.2280
H -0.3983 1.3004 -4.5801
H -2.8370 2.1500 -3.7842
H -3.6348 -0.1153 0.0928
H -4.2745 1.3044 0.9432
H -2.5366 1.0147 0.8682
H -4.6261 0.3681 -2.1417
H -4.7726 2.0534 -2.6676
H -5.5464 1.5282 -1.1747
H -2.5191 3.5544 -0.1371
H -4.2894 3.5322 -0.1086
H -3.4201 3.8195 -1.6246
N -2.2222 -1.7390 -3.5025
C -2.3724 -2.7250 -2.6039
N -2.4732 -3.9795 -3.1144
S -2.4170 -2.4423 -0.9587
H -2.0498 -1.9314 -4.4745
H -2.0689 -0.7975 -3.1709
H -2.7178 -4.1179 -4.0809
H -2.7405 -4.6972 -2.4634

---

No. 3
130
Properties=species:S:1:pos:R:3 method="wB97M-V/def2-TZVPD" lumo_energy_ev=-8.04 charge=+2 largest_force_ha_per_bohr=0.138
C 1.3685 5.8588 1.6991
C 0.4651 6.4733 0.5148
C 0.6397 5.7450 -0.9103
C 1.9103 6.2775 -1.7738
C 3.2855 5.4723 -1.4395
C 3.6723 4.4068 -2.6182
C 5.1338 3.7111 -2.3613
C 4.9139 2.6301 -1.1840
C 6.2669 1.9523 -0.6414
C 6.0767 0.7974 0.4667
C 4.5464 0.4942 0.9240
C 4.0406 1.4392 2.1668
C 2.4793 1.0201 2.3702
C 1.5120 1.6627 1.3095
O 1.9855 2.5607 0.3045
C -0.0369 1.3198 1.3314
C -0.9454 2.0173 0.2160
O -1.2003 3.2637 0.3828
O -1.4439 1.3742 -0.9627
P -3.0861 1.8092 -1.3496
N -4.0286 2.1633 0.1285
O -3.1438 3.3041 -2.2351
C -0.5228 0.3010 2.4648
N -1.9882 -0.1330 2.5344
C -2.1403 -0.9791 1.2625
C -3.0263 -2.3063 1.4764
C -3.5567 -2.7499 -0.0100
C -2.6799 -3.9887 -0.6082
C 0.5455 -0.2445 3.4997
N 1.9864 0.1202 3.4280
C 2.9343 -0.4476 4.4470
S 3.8161 -2.0005 3.8154
O 3.0622 -2.3822 2.5380
O 5.2987 -1.7689 3.5725
H 1.4491 4.7159 1.6838
H 0.8639 6.1572 2.7016
H 2.4324 6.3244 1.7105
H -0.6410 6.3087 0.8306
H 0.7258 7.5778 0.3682
H 0.6113 4.5922 -0.8378
H -0.2957 6.0295 -1.5408
H 2.0106 7.4183 -1.6299
H 1.6801 6.0809 -2.8951
H 4.1575 6.2256 -1.4200
H 3.2002 4.9238 -0.4373
H 3.7084 4.9184 -3.6528
H 2.8567 3.5827 -2.7043
H 5.8396 4.5139 -1.9517
H 5.4901 3.1996 -3.3202
H 4.3846 3.1154 -0.2949
H 4.2495 1.7849 -1.6096
H 6.8843 2.7952 -0.1459
H 6.8333 1.4703 -1.5343
H 6.6608 1.1167 1.4163
H 6.5295 -0.2337 0.1136
H 3.7846 0.4533 0.0685
H 4.5479 -0.5914 1.3802
H 4.6646 1.2839 3.1161
H 4.0738 2.5529 1.8585
H 2.0002 2.0122 -0.5257
H -3.7775 1.5103 0.8791
H -3.8281 3.1159 0.4822
H -3.5236 3.9917 -1.6359
H -2.0044 -0.8309 3.3217
H -1.0888 -1.3161 0.9622
H -2.6778 -0.3316 0.4892
H -3.8878 -2.1133 2.2040
H -2.3268 -3.1702 1.8063
H -4.6832 -2.9698 0.0008
H -3.4105 -1.8893 -0.7782
H -1.5569 -3.8366 -0.4000
H -3.1073 -4.9540 -0.1646
H -2.8177 -3.9893 -1.8169
H 0.1580 -0.9804 4.3167
H 3.6615 0.3711 4.7874
H 2.3344 -0.7608 5.3920
H 3.7502 -3.0267 4.7841
Cl 3.3824 -0.6379 -2.1540
C 3.9570 -2.3137 -2.3059
C 5.4530 -2.4331 -2.0610
Cl 6.4091 -1.6722 -3.3540
H 3.6815 -2.6768 -3.3005
H 3.4105 -2.9035 -1.5636
H 5.7425 -3.4874 -2.0320
H 5.7434 -1.9747 -1.1110
Cl -4.0436 -4.3983 -2.6097
C -9.1507 -0.1071 -0.7887
C -7.7594 0.0127 -0.1321
C -6.8006 0.7213 -1.1104
O -7.2969 -1.2128 0.0765
H -9.1237 -0.6780 -1.7226
H -9.8670 -0.5919 -0.1185
H -9.5445 0.8873 -1.0249
H -7.8851 0.6993 0.7201
H -6.6911 0.1795 -2.0560
H -5.8062 0.8404 -0.6748
H -7.1743 1.7229 -1.3506
K -2.6155 1.8448 3.2752
C 5.9336 3.4972 6.0647
C 5.5243 3.2844 7.3571
C 4.1184 3.7967 7.6446
O 3.5365 3.6453 8.7061
C 3.4127 4.5294 6.5733
C 3.8297 4.7520 5.2863
C 5.1892 4.1471 4.9698
O 5.7027 4.1712 3.8608
O 3.2336 5.3689 4.3812
O 6.1569 2.7336 8.2769
H 6.9185 3.1558 5.7643
H 2.4493 4.9176 6.8854
C -2.8931 -5.9803 -5.6778
Br -3.8450 -7.6529 -5.9118
Br -1.1245 -6.2576 -4.9229
Br -2.8220 -4.9529 -7.3214
H -3.4583 -5.3895 -4.9561
K 1.6761 -3.2227 -2.9091
O -9.7396 -11.4033 -5.3310
C -8.8290 -10.6201 -5.4046
O -8.9083 -9.4139 -6.0335
C -7.6211 -8.7900 -6.0268
C -6.8728 -9.4336 -4.8830
C -7.4406 -10.8362 -4.8681
H -7.1401 -8.9718 -6.9931
H -7.7354 -7.7134 -5.8861
H -5.7883 -9.4004 -5.0051
H -7.1222 -8.9268 -3.9450
H -6.8977 -11.5028 -5.5424
H -7.4689 -11.2478 -3.8591
Cs 7.0921 -2.0111 0.2651
Mg -1.1442 -2.4150 4.7034

---

No. 4
110
Properties=species:S:1:pos:R:3 method="wB97M-V/def2-TZVPD" lumo_energy_ev="-0.48 / 0.10" spin_multiplicity=2 charge=0 largest_force_ha_per_bohr=0.016
Cr 0.6669 -0.5573 -0.8468
C -6.3290 1.6810 -2.0062
C -6.2332 0.1884 -1.6638
C -6.7927 -0.0404 -0.2540
C -7.0912 -0.5901 -2.6583
C -4.7681 -0.2467 -1.7088
C -3.8432 0.3686 -0.8716
C -2.5126 0.0043 -0.9290
Se -1.2289 0.8820 0.1652
C -0.8467 2.2972 -1.0348
C -1.6812 3.3983 -1.1140
C -1.4148 4.3989 -2.0397
C -0.2817 4.2333 -2.8300
C 0.5894 3.1420 -2.7749
C 0.2705 2.1430 -1.8472
O 1.0272 1.0269 -1.6890
C 1.7992 3.1694 -3.7240
C 2.6509 4.4045 -3.3921
C 2.7151 1.9480 -3.6352
C 1.3038 3.2788 -5.1723
C -2.3086 5.6267 -2.2123
C -1.4881 6.8948 -1.9509
C -2.8540 5.6591 -3.6444
C -3.4972 5.6127 -1.2507
C -2.0449 -0.9738 -1.7981
O -0.7357 -1.2862 -1.8157
C -2.9474 -1.6378 -2.6310
C -4.2866 -1.2416 -2.5598
C -2.4765 -2.7556 -3.5625
C -1.8367 -3.8879 -2.7398
C -3.6336 -3.3614 -4.3599
C -1.4556 -2.2023 -4.5652
H -7.3707 2.0096 -1.9973
H -5.9144 1.8815 -2.9961
H -5.7812 2.2926 -1.2868
H -7.8423 0.2591 -0.2070
H -6.2478 0.5378 0.4936
H -6.7240 -1.0934 0.0252
H -8.1243 -0.2419 -2.5992
H -7.0906 -1.6609 -2.4447
H -6.7522 -0.4491 -3.6865
H -4.1526 1.1382 -0.1739
H -2.5384 3.4536 -0.4580
H -0.0525 5.0150 -3.5462
H 2.9609 4.3937 -2.3447
H 2.1102 5.3351 -3.5707
H 3.5500 4.4159 -4.0121
H 3.1589 1.8519 -2.6456
H 3.5241 2.0752 -4.3603
H 2.1940 1.0191 -3.8596
H 0.7043 4.1745 -5.3368
H 0.6956 2.4134 -5.4420
H 2.1579 3.3191 -5.8521
H -0.6542 6.9873 -2.6487
H -1.0791 6.8900 -0.9388
H -2.1153 7.7824 -2.0620
H -2.0516 5.7230 -4.3821
H -3.5036 6.5265 -3.7813
H -3.4344 4.7599 -3.8600
H -3.1778 5.6162 -0.2066
H -4.1380 4.7426 -1.4089
H -4.1041 6.5048 -1.4146
H -4.9931 -1.7419 -3.2037
H -2.5652 -4.3110 -2.0434
H -0.9731 -3.5310 -2.1776
H -1.5048 -4.6855 -3.4088
H -4.3875 -3.8159 -3.7137
H -3.2399 -4.1455 -5.0091
H -4.1272 -2.6240 -4.9963
H -0.5638 -1.8263 -4.0647
H -1.8907 -1.3884 -5.1496
H -1.1624 -2.9951 -5.2576
Cl 0.3101 -4.5120 2.6848
C -0.2499 -4.0470 1.0445
C 0.1039 -2.6131 0.7299
O -0.4566 -1.6832 1.3018
O 0.9825 -2.4273 -0.1965
H -1.3331 -4.1373 1.0437
H 0.2005 -4.7334 0.3365
C 5.2538 0.1459 -1.5518
C 5.0067 -0.6064 -0.2464
C 6.1647 -0.4126 0.7306
Sb 3.0692 -0.1563 0.5188
C 3.0646 1.9184 1.0054
C 1.8329 2.1984 1.8656
C 4.3287 2.5170 1.6111
C 3.0412 -1.2536 2.3468
C 3.7156 -0.6042 3.5514
C 3.6080 -2.6486 2.0702
H 6.1886 -0.1911 -2.0087
H 5.3461 1.2228 -1.3855
H 4.4581 -0.0025 -2.2828
H 4.9173 -1.6728 -0.4731
H 6.2812 0.6246 1.0355
H 7.0969 -0.7122 0.2402
H 6.0669 -1.0141 1.6319
H 2.8914 2.3760 0.0249
H 1.9049 1.7428 2.8544
H 0.9178 1.8266 1.4072
H 1.7125 3.2760 2.0103
H 4.5979 2.0442 2.5566
H 4.1763 3.5824 1.8117
H 5.1830 2.4375 0.9409
H 1.9730 -1.3484 2.5571
H 4.7808 -0.4235 3.3965
H 3.6261 -1.2681 4.4173
H 3.2605 0.3462 3.8262
H 4.6915 -2.6218 1.9430
H 3.1758 -3.1114 1.1807
H 3.3956 -3.3114 2.9121